Entry 1:
Density functional theory data (the ωB97M-V functional and the def2-TZVPD basis) for a molecular structure, C2H4EuO3 in a non-equilibrium geometry.

Each line ends with the Mulliken charge.
Cartesian coordinates (Å):
O (-1.28311, -1.03860, -0.60851)  -0.519
O (-0.76916, 1.12846, 1.59616)  -0.505
C (-0.11526, -0.96491, -0.94898)  0.248
C (0.82452, 0.03862, -0.36753)  -0.186
H (0.25207, -1.52849, -1.82269)  0.472
H (1.20727, 0.70119, -1.15785)  0.370
H (1.67127, -0.47589, 0.11360)  0.382
Eu (-2.37344, -0.42553, 1.31221)  2.287
O (0.16295, 0.82410, 0.59450)  -0.108
H (0.42289, 1.74106, 1.28910)  0.558

Properties
spin multiplicity = 7
<S²> = 12.094
E_HOMO (spin up / spin down) = -25.1 / -25.2 eV
total charge = +3
LUMO (spin up / spin down) = -19.3858 / -15.1351 eV
HOMO-LUMO gap (spin up / spin down) = 5.764 / 10.091 eV

Entry 2:
Density functional theory data (the ωB97M-V functional and the def2-TZVPD basis) for a molecular structure, C26H59EuNOP3 in a non-equilibrium geometry.

Each line ends with the Mulliken charge.
Cartesian coordinates (Å):
Eu (0.13688, 0.31583, -0.18728)  0.381
P (-0.71342, -1.51773, -2.30520)  0.431
P (-0.58513, 3.11825, -0.26600)  0.009
N (0.70702, 1.20106, -2.39774)  -0.127
C (0.85500, -1.17147, -3.22916)  -0.968
H (1.56499, -2.00172, -3.05421)  0.342
H (0.59166, -1.20023, -4.29776)  0.429
C (1.58706, 0.18263, -3.01788)  -0.895
H (2.48251, 0.03535, -2.37841)  0.232
H (1.99373, 0.58337, -3.97410)  0.618
C (1.23858, 2.62358, -2.43740)  -0.965
H (0.66123, 3.16621, -3.21220)  0.267
H (2.29429, 2.59739, -2.76959)  0.448
C (1.09659, 3.34912, -1.08096)  -0.993
H (1.23635, 4.43457, -1.22086)  0.641
H (1.89521, 3.02860, -0.38368)  0.371
C (-0.32653, 3.79701, 1.44712)  0.370
C (0.08021, 2.62851, 2.36741)  -0.738
H (1.12697, 2.31250, 2.20629)  -0.066
H (-0.60794, 1.76702, 2.24738)  -0.415
H (-0.00545, 2.91465, 3.42567)  0.789
C (-1.49970, 4.41844, -1.19005)  0.927
C (-2.99836, 4.23535, -0.87237)  -1.611
H (-3.58338, 4.50753, -1.76527)  0.408
H (-3.30008, 4.91515, -0.06256)  0.423
H (-3.25691, 3.20318, -0.58100)  0.274
C (-1.94226, -1.92338, -3.59773)  0.849
C (-3.22085, -2.48727, -2.96180)  -1.768
H (-4.01556, -2.44692, -3.72093)  0.543
H (-3.54688, -1.92647, -2.07740)  0.282
H (-3.09375, -3.54385, -2.68725)  0.319
C (-0.38473, -3.06457, -1.31270)  2.440
C (-1.51582, -3.25556, -0.28397)  -1.272
H (-1.12468, -3.83678, 0.56577)  0.383
H (-2.34983, -3.82405, -0.72500)  0.439
H (-1.92012, -2.30961, 0.11707)  -0.059
C (-2.49924, 0.69956, -0.82619)  0.033
C (-1.02815, 5.86555, -0.98101)  -1.739
H (-0.21569, 5.97538, -0.25811)  0.416
H (-0.68501, 6.29055, -1.93261)  0.277
H (-1.85719, 6.49354, -0.63458)  0.452
C (-1.48063, -2.82861, -4.75358)  -1.551
H (-2.28787, -3.52984, -5.01107)  0.417
H (-1.27197, -2.22479, -5.64554)  0.355
H (-0.59319, -3.43201, -4.53401)  0.329
C (-0.13901, -4.36363, -2.07368)  -1.652
H (0.09011, -5.14365, -1.33168)  0.478
H (-1.02587, -4.69834, -2.62848)  0.329
H (0.71947, -4.30978, -2.75365)  0.368
C (-1.49448, 4.58845, 2.04628)  -1.716
H (-2.44661, 4.04671, 2.00208)  0.294
H (-1.28289, 4.74185, 3.11242)  0.503
H (-1.62297, 5.57990, 1.59427)  0.316
H (0.52406, 4.48691, 1.32093)  0.683
H (0.54619, -2.82897, -0.75793)  -1.723
H (-1.34480, 4.16205, -2.25367)  0.645
H (-2.18636, -0.93520, -4.03313)  0.461
O (-3.17767, 0.27969, 0.07764)  -0.551
H (-0.23282, 1.21405, -2.84087)  0.235
H (-2.81314, 1.11266, -1.86054)  0.004
C (2.58513, -3.64221, 1.16932)  -1.478
C (1.64002, -3.15568, 2.28889)  0.701
C (2.25330, -3.26979, 3.68798)  -1.287
P (0.92964, -1.49997, 1.96019)  0.743
C (-0.27723, -1.27713, 3.37119)  0.566
C (0.23029, -0.44621, 4.55850)  -1.489
C (-1.67403, -0.82049, 2.88086)  -1.241
C (2.36387, -0.26812, 1.71525)  2.174
C (3.21953, 0.08072, 2.93595)  -1.715
C (3.26462, -0.64054, 0.50869)  -1.544
H (3.59364, -3.21902, 1.28849)  0.306
H (2.21374, -3.39051, 0.15830)  0.149
H (2.67441, -4.73983, 1.24094)  0.480
H (0.75104, -3.81550, 2.26403)  0.342
H (3.08065, -2.56672, 3.83629)  0.135
H (1.51252, -3.10567, 4.47953)  0.332
H (2.65359, -4.28411, 3.81587)  0.433
H (-0.42262, -2.30019, 3.76131)  0.739
H (0.11310, 0.63355, 4.38312)  0.111
H (-0.36191, -0.69951, 5.45719)  0.420
H (1.28234, -0.64698, 4.80012)  0.379
H (-2.42180, -0.97415, 3.68034)  0.517
H (-1.71857, 0.25069, 2.62276)  0.089
H (-2.01589, -1.39873, 2.00763)  0.145
H (1.87856, 0.70361, 1.46972)  -1.529
H (3.76195, -0.78435, 3.33322)  0.294
H (3.96031, 0.83231, 2.61853)  0.455
H (2.62465, 0.54600, 3.72958)  0.346
H (2.74484, -1.17996, -0.31121)  0.236
H (3.70337, 0.27722, 0.06925)  0.387
H (4.10577, -1.26648, 0.84867)  0.405

Properties
spin multiplicity = 8
<S²> = 15.768
E_HOMO (spin up / spin down) = -7.6 / -7.7 eV
total charge = +1
LUMO (spin up / spin down) = -2.0977 / -2.0935 eV
HOMO-LUMO gap (spin up / spin down) = 5.520 / 5.581 eV

Entry 3:
Density functional theory data (the ωB97M-V functional and the def2-TZVPD basis) for a gas-phase ion, C6H16N2 (charge +1) in a non-equilibrium geometry.

Each line ends with the Mulliken charge.
Cartesian coordinates (Å):
C (-2.40135, 0.87289, -1.09659)  -0.380
C (-3.11451, 0.68780, 0.24757)  -1.047
C (-0.87286, 0.95261, -0.85660)  -0.613
N (-0.07980, -0.28814, -0.59512)  0.046
C (0.93325, -1.75480, 1.06909)  -1.614
C (0.84857, -0.37687, 0.55201)  0.121
C (2.21295, -0.18796, -0.28023)  -0.759
N (3.48156, -0.00579, 0.56919)  -0.532
H (-2.57557, 0.02021, -1.74567)  0.324
H (-2.75187, 1.93436, -1.32623)  0.291
H (-2.69107, -0.27473, 0.61075)  0.240
H (-2.91560, 1.51257, 0.94733)  0.327
H (-4.24629, 0.59147, 0.23404)  0.326
H (-0.57554, 1.63248, 0.02304)  0.398
H (-0.46565, 1.63664, -1.65852)  0.328
H (-0.37857, -1.19296, -0.96458)  0.358
H (0.69274, -2.43507, 0.32334)  0.498
H (1.99562, -2.00718, 1.38795)  0.357
H (0.20479, -1.83181, 1.87311)  0.364
H (0.48446, 0.25680, 1.34642)  0.597
H (2.30285, -1.07353, -0.90307)  0.488
H (2.04859, 0.71986, -0.71616)  0.412
H (4.28277, -0.31683, 0.00574)  0.235
H (3.58054, 0.92797, 0.95320)  0.236

Properties
spin multiplicity = 2
<S²> = 0.755
E_HOMO (spin up / spin down) = -13.3 / -13.2 eV
total charge = +1
LUMO (spin up / spin down) = -2.6583 / -7.3589 eV
HOMO-LUMO gap (spin up / spin down) = 10.656 / 5.871 eV

Entry 4:
Density functional theory data (the ωB97M-V functional and the def2-TZVPD basis) for 3 unconnected molecules or ions with the total composition C6H9N3 in a non-equilibrium geometry.

Each line ends with the Mulliken charge.
Cartesian coordinates (Å):
C (-4.35007, -1.93242, -1.50107)  -0.654
C (-4.93142, -0.70730, -2.02255)  0.298
N (-5.38085, 0.27143, -2.40707)  -0.344
H (-5.00293, -2.70428, -1.11082)  0.310
H (-3.72847, -1.56196, -0.67553)  0.148
H (-3.69346, -2.35650, -2.26010)  0.246
C (4.45995, 1.36221, 1.35290)  -0.550
C (5.15801, 1.55595, 2.63352)  0.258
N (5.70146, 1.67333, 3.63448)  -0.361
H (5.15610, 0.95366, 0.62274)  0.259
H (4.13521, 2.32046, 0.95408)  0.259
H (3.64079, 0.67887, 1.55371)  0.143
C (-0.65335, 0.23785, -0.20794)  -0.598
C (0.72328, -0.19023, 0.01152)  0.282
N (1.79727, -0.53147, 0.20697)  -0.364
H (-1.15927, 0.43410, 0.73562)  0.278
H (-1.21320, -0.59431, -0.64023)  0.109
H (-0.65904, 1.09061, -0.88023)  0.281

Properties
spin multiplicity = 1
E_HOMO = -11.5 eV
LUMO = 0.1462 eV
HOMO-LUMO gap = 11.658 eV

What is the spin multiplicity in the fourth record? 1

What is the spin multiplicity in the first record? 7

Which of these has the highest spin multiplicity? C26H59EuNOP3